Entry 1:
{"formula": "C6H9NS", "method": "ωB97M-V/def2-TZVPD", "symbols": ["C", "C", "C", "C", "C", "C", "H", "H", "H", "H", "H", "H", "H", "H", "H", "N", "S"], "coordinates": [[-0.210, 1.264, 0.989], [-0.103, 0.094, 0.056], [-0.480, -1.282, 0.640], [-0.519, -1.795, -0.868], [0.971, -1.448, -1.316], [1.215, -0.278, -0.721], [-0.191, 3.282, 1.040], [0.109, 2.665, -0.617], [-1.089, 1.075, 1.706], [0.762, 1.343, 1.466], [0.340, -1.633, 1.377], [-1.409, -1.240, 1.178], [-0.916, -2.800, -1.139], [1.469, -2.094, -2.069], [2.032, 0.496, -0.732], [-0.499, 2.522, 0.245], [-1.481, -0.171, -1.235]], "atomic_forces_ev_per_a": [[-0.908, 0.161, -0.960], [-0.426, -1.013, -0.290], [2.095, -0.384, 0.224], [0.668, 0.299, 0.872], [-1.377, -0.294, -0.049], [-0.244, 1.399, 0.211], [-1.033, -1.823, -3.149], [-0.744, -0.357, 1.766], [1.541, 0.384, -0.842], [0.037, -0.170, 0.754], [-1.065, -0.052, -1.372], [-0.608, -0.174, -0.137], [0.142, 0.996, 0.116], [-0.016, 0.838, 0.853], [-0.641, -1.354, -0.273], [1.589, 2.231, 2.144], [0.990, -0.686, 0.132]], "orbital_gap_ev": 9.18, "homo_ha": -0.3072, "charge": 0}

---

Entry 2:
{"formula": "C6H9NS", "method": "ωB97M-V/def2-TZVPD", "symbols": ["C", "C", "C", "C", "C", "C", "H", "H", "H", "H", "H", "H", "H", "H", "H", "N", "S"], "coordinates": [[0.282, -0.958, 0.372], [-0.881, 0.061, 0.704], [-0.117, 1.230, 1.258], [1.174, 1.214, 0.912], [1.451, -0.010, 0.134], [2.482, -0.269, -0.646], [-0.833, -2.413, -0.431], [-0.086, -1.592, -1.578], [0.458, -1.494, 1.349], [-1.577, -0.499, 1.371], [-2.801, -0.347, -0.581], [-0.569, 2.092, 1.705], [1.925, 1.994, 1.050], [3.230, 0.524, -0.796], [2.596, -1.196, -1.184], [0.070, -1.996, -0.655], [-1.824, 0.581, -0.796]], "atomic_forces_ev_per_a": [[0.103, 0.035, 0.221], [0.153, -1.261, 0.050], [0.219, 0.378, -0.167], [-0.116, -0.558, -0.719], [-0.370, -0.731, 0.453], [0.797, 0.914, -0.316], [0.249, -0.307, -0.048], [0.223, 0.287, 0.239], [-0.036, 0.429, -0.865], [0.261, 1.013, -0.267], [0.338, 0.497, -0.354], [-0.405, 0.104, 0.376], [-0.370, -0.190, 0.136], [-0.145, -0.545, 0.063], [-0.080, -0.099, -0.049], [-0.408, 0.595, 0.622], [-0.412, -0.561, 0.625]], "orbital_gap_ev": 9.45, "homo_ha": -0.3238, "charge": 0, "smiles": "C=C1C=C[C@@H](S)[C@H]1N"}

---

Entry 3:
{"formula": "C6H9O2", "method": "ωB97M-V/def2-TZVPD", "symbols": ["O", "C", "O", "C", "C", "C", "C", "C", "H", "H", "H", "H", "H", "H", "H", "H", "H"], "coordinates": [[-1.164, 1.586, 1.467], [-1.948, 1.772, 0.505], [-3.008, 2.429, 0.479], [-1.612, 1.012, -0.860], [-0.124, 0.723, -0.967], [0.297, -0.462, -0.154], [1.527, -0.958, -0.065], [1.858, -2.037, 0.929], [-1.951, 1.779, -1.532], [-2.209, 0.108, -0.791], [0.244, 0.682, -2.011], [0.463, 1.592, -0.673], [-0.413, -0.772, 0.603], [2.310, -0.445, -0.620], [1.098, -2.817, 0.934], [1.816, -1.651, 1.953], [2.817, -2.540, 0.802]], "atomic_forces_ev_per_a": [[-0.012, 0.091, -0.278], [0.063, -0.718, 0.285], [-0.007, 0.112, -0.095], [0.517, 1.208, 1.784], [0.415, 0.170, -0.932], [0.545, 0.467, 0.409], [-0.283, 0.179, -0.032], [-0.126, -0.169, 0.502], [-0.310, -0.343, -0.983], [-0.195, -0.060, -0.621], [-0.467, -0.738, 0.039], [-0.216, 0.249, 0.751], [-0.364, -0.305, -0.227], [0.179, -0.376, -0.125], [-0.093, -0.094, -0.248], [0.276, 0.145, -0.047], [0.077, 0.183, -0.182]], "orbital_gap_ev": 7.58, "homo_ha": -0.1424, "charge": -1, "smiles": "C/C=C/CCC(=O)[O-]"}

---

Entry 4:
{"formula": "C6H9O4Sn", "method": "ωB97M-V/def2-TZVPD", "symbols": ["O", "C", "O", "O", "C", "Sn", "H", "H", "C", "C", "H", "H", "H", "C", "C", "O", "H", "H", "H", "H"], "coordinates": [[2.902, 2.023, 0.912], [2.535, 0.825, 1.079], [3.042, -0.081, 0.360], [1.363, 0.675, 1.674], [0.111, 0.452, 0.986], [4.400, 1.234, -0.125], [0.620, 0.379, 0.010], [-0.400, 1.093, 1.724], [-1.289, -0.794, 1.704], [-1.822, -0.880, 0.391], [-0.621, -1.565, 2.100], [-1.961, -0.346, 2.446], [-2.141, -1.867, 0.035], [-1.318, 0.028, -0.565], [-1.112, -0.511, -1.961], [-0.392, 0.435, -2.732], [-1.607, 1.085, -0.541], [-2.096, -0.715, -2.417], [-0.560, -1.466, -1.917], [0.345, -0.005, -3.163]], "atomic_forces_ev_per_a": [[-0.292, 0.868, 2.023], [-5.586, 0.246, -0.419], [-1.424, -2.660, 1.476], [2.501, -0.640, 3.068], [0.496, -0.772, 4.435], [6.492, 1.852, -3.912], [-2.028, -0.101, -0.238], [-0.721, 1.281, -2.774], [3.020, 1.787, 0.828], [1.115, 0.324, -4.096], [-0.789, -0.375, -0.249], [0.788, 0.243, 0.288], [0.438, -0.009, -0.132], [-5.038, -2.331, -0.552], [-0.320, -0.213, -0.054], [0.089, 0.167, -0.089], [1.297, -0.059, 0.463], [0.235, 0.026, -0.082], [-0.224, 0.313, 0.053], [-0.048, 0.053, -0.037]], "orbital_gap_ev": [6.16, 8.20], "homo_ha": [-0.2188, -0.3036], "charge": 0, "spin_multiplicity": 2}